(1)
A cluster of 9 separate species, C8H32N11O11 in total, computed with ωB97M-V/def2-TZVPD.

Element x y z (Å)
O -5.31441 -1.55299 -22.63020
H -2.43585 4.61459 -20.31713
H -0.97113 0.53285 -22.77678
H -2.65089 6.21182 -19.41042
O -4.45023 1.51686 -14.70492
H -1.75405 6.62755 -17.91410
H -3.54261 1.72450 -23.21325
H -6.58703 -0.68592 -19.64263
H -0.51599 1.36541 -17.58968
H -1.81402 -0.61525 -21.68323
H -7.62767 -3.10757 -21.65261
H -6.14140 2.28534 -22.83938
H -4.17365 2.18111 -24.80521
O -5.02573 0.63353 -19.76559
C -1.90963 4.68385 -18.38840
O 0.24022 -0.65897 -21.43349
O 0.83035 1.84976 -20.40522
H -6.01356 -1.85924 -24.55367
O -2.30584 3.97227 -24.95841
H -3.01373 1.07328 -17.37824
H -6.05018 1.18267 -16.48972
N -5.10306 1.10706 -16.83229
N -7.47948 -1.03083 -19.31909
C -5.76396 -1.06382 -23.85146
N -3.11575 1.17359 -16.37842
C 0.63761 1.92588 -19.20608
H -6.61553 -1.70068 -21.39044
C -0.90457 -0.41985 -22.25140
H -7.84389 2.77159 -22.37008
N -1.96817 3.38593 -22.86847
H 0.37999 0.15534 -20.94466
O -3.01723 1.28931 -19.85306
H 1.36617 2.37122 -17.43081
H -2.30883 1.22839 -15.77346
O -8.65680 -2.89475 -19.34186
H -1.22679 4.07181 -22.86536
C -2.56363 3.22259 -24.03572
H -4.95641 -0.54843 -24.37142
N 1.60557 2.20835 -18.39841
H -6.61481 -0.39402 -23.72690
O -4.08509 0.79733 -21.57615
H -5.72674 2.27738 -20.60943
H -7.15091 1.20363 -21.91162
C -4.24899 1.25898 -15.85274
O -1.43833 4.21410 -17.32647
N -4.02611 0.87595 -20.36854
H -4.92253 0.96961 -17.81647
H 2.39505 2.72579 -18.75767
O -6.33844 2.91413 -20.98623
N -2.09685 4.09652 -19.51914
N -2.22800 5.97666 -18.52387
H -4.75321 -0.86696 -22.26141
H -2.21433 2.98874 -21.97306
N -7.40960 -2.26932 -21.13312
N -3.52029 2.29849 -24.04400
C -7.86522 -2.11925 -19.90753
H -7.80186 -0.79345 -18.39183
H -1.23168 1.24227 -19.17175
C -6.92690 2.25630 -22.08423
H -2.11145 3.08833 -19.46054
H -0.93867 -1.21023 -23.00122
N -0.45794 1.52176 -18.58582

Relative energy (zero: lowest compared OMol25 entry of this formula, charge and spin) (kcal/mol): 61.5
Net charge: -1
Molar mass (g mol⁻¹): 458.41
HOMO-LUMO gap (eV): 9.327
E_HOMO (eV): -6.92

=====

(2)
A cluster of 7 separate species, C8H32N2O7 in total, computed with ωB97M-V/def2-TZVPD.

Element x y z (Å)
N -1.76593 -1.80359 -0.78927
H -2.19159 2.50009 -3.15003
H -0.04113 2.66484 -4.10702
C -1.11044 -2.13079 0.48508
H -0.06677 1.39952 3.72463
C -1.81684 1.56512 -0.60987
H -1.23595 -3.24105 2.34877
H -2.73431 -3.12268 1.44331
H -1.67861 -2.57072 -1.50776
H 2.60886 -3.11678 1.73641
H 1.47437 4.41808 -3.53828
H 1.31455 -1.80703 5.27107
C -0.46048 3.51081 -3.43102
C 0.36091 -2.32397 0.31101
H -1.32335 1.01310 0.17881
C 2.42230 -2.06274 1.55754
H 1.55015 -4.15073 3.74165
H -1.55591 -4.19345 0.83622
H 1.19209 -0.22496 -2.46383
H -2.52181 0.88712 -1.06356
H 2.00640 0.99420 0.35472
C -1.68126 -3.26871 1.35138
H 0.80174 -4.64339 2.45166
O 0.36278 0.55106 3.67105
H 0.59281 -3.41234 0.16008
H 0.49977 5.11230 -2.32760
H 1.28080 -0.05597 1.11540
H -0.58698 4.60478 -5.19015
H 2.77093 -1.58710 2.45878
O -0.91651 2.12840 -1.52454
H -1.47281 5.32087 -3.96944
O 1.04396 -1.79382 1.45994
C -1.47493 3.00400 -2.46335
H -2.42569 2.39544 -0.18886
H 0.74235 -1.87285 3.84842
H 0.83089 1.00537 -1.64098
N -1.15234 4.45051 -4.35005
C 0.72815 4.23970 -2.80956
H 0.82602 -1.73425 -0.47542
O 1.42657 0.88248 1.07899
H 3.07648 -1.69290 0.70598
H 0.94437 0.62235 2.89168
H -2.75206 -1.79381 -0.59519
O 1.61560 -4.74546 2.96871
H -2.03546 3.77041 -1.92775
O 1.27343 0.15943 -1.61523
H 1.32284 3.71262 -2.00009
H -1.16588 -1.17855 1.02320
O 1.09794 -2.38496 4.56440

Relative energy (zero: lowest compared OMol25 entry of this formula, charge and spin) (kcal/mol): 23.0
Net charge: 0
Molar mass (g mol⁻¹): 268.35
HOMO-LUMO gap (eV): 10.020
E_HOMO (eV): -9.39
SMILES string: COC[C@H](C)N.COC[C@H](C)N.O.O.O.O.O

=====

(3)
A structure of composition C8H33BaO9, computed with ωB97M-V/def2-TZVPD.

Element x y z (Å)
H -1.30598 -2.43787 2.17306
O -0.23072 2.39414 0.74159
H -1.54646 1.85059 -2.70854
H -1.29432 1.71983 3.45553
H -1.45258 0.23781 4.41358
H 3.51242 2.23942 -1.60781
H 2.23855 -1.66220 -3.40306
O -1.56781 -2.32111 -0.77984
C -4.21947 0.10347 0.20103
H 3.92216 0.20824 -0.27620
H 0.49190 2.87523 1.15142
H -0.47412 -4.02460 1.86781
H -4.32463 0.99736 0.81584
O 2.46311 0.24481 1.29820
H 4.63080 0.56640 1.24233
H 2.48055 -0.02195 2.22022
H -1.97450 0.23378 -4.20543
O -2.82036 -0.18431 0.32803
C -0.37364 -3.00004 2.22596
H -0.98270 -2.99312 -0.37913
H 3.03009 -2.02372 -1.25869
O -1.44431 0.94715 -2.40036
C -1.24428 -0.00506 -3.43223
C 3.79373 0.03298 0.79193
H 1.95640 1.12006 -2.76959
H -0.22821 0.03389 -3.82490
H -4.49483 0.34893 -0.82466
Ba 0.01040 -0.22704 -0.25915
C 2.45958 2.43001 -1.39972
C -1.43448 3.15070 0.83719
H 2.23141 2.64062 -0.35488
O 1.70314 1.31434 -1.86421
H 1.44524 -2.85467 1.39859
H 0.61568 -2.07606 -2.84121
H -2.28458 0.33963 2.89741
H -1.93008 3.02282 1.79955
H 1.92925 -3.21398 -2.60050
H -2.66053 -1.04735 -0.06083
H -0.05642 -2.97789 3.26854
H -2.28031 2.91791 0.19030
H -4.84975 -0.72079 0.53488
H 2.21471 3.34501 -1.93909
H 0.36266 -0.22826 3.23735
O 0.63551 -2.34258 1.45940
O 2.12573 -1.71143 -1.33742
O -0.30876 0.06413 2.61662
H -1.28421 4.22449 0.72546
H 4.06187 -1.01006 0.96006
C -1.36402 0.63339 3.40176
C 1.67762 -2.15345 -2.60798
H -1.56051 -0.99975 -3.11809

Net charge: 0
Molar mass (g mol⁻¹): 410.67
HOMO-LUMO gap (alpha / beta) (eV): 2.155 / 8.061
E_HOMO (alpha / beta) (eV): -2.36 / -8.28
Multiplicity: 2
⟨S²⟩: 0.75

=====

(4)
A structure of composition C8H33NO9, computed with ωB97M-V/def2-TZVPD.

Element x y z (Å)
C -2.97004 -2.15541 1.85414
H -0.20001 0.72893 -0.57542
H 4.70250 -2.96774 0.65913
H -5.06635 -3.67097 1.36782
H 2.74065 -1.65679 -0.09406
H -1.50822 0.67461 -1.73044
H -1.80656 3.19416 -2.20176
C 4.18514 -2.25782 1.30448
H 0.07866 0.87041 -2.10512
H 0.68929 -1.58279 -2.32439
C -1.27329 0.88319 -0.68670
H -4.30682 -3.32815 -0.26547
O 1.09492 0.67055 -1.24886
H -0.13664 3.28944 -1.55046
O 0.60834 2.44422 0.59012
H 0.66546 1.67365 0.02517
H 1.72842 0.78092 -0.53983
H 3.42459 -2.75397 1.90738
H -1.20042 0.65573 1.83339
O 3.16294 1.09355 0.07752
H -1.30641 4.20892 -0.89398
H 4.20363 -0.75807 -0.25879
H 3.96676 0.84611 -0.37953
H -3.16129 -2.93563 2.59086
C -2.10623 -0.04017 0.15065
H -2.32884 -2.54137 1.06166
H -2.15230 -1.04446 -0.27053
O -0.28019 0.62312 -2.95734
H 1.34069 -0.15632 -1.66374
C -2.41544 -0.83353 2.43060
H 3.12691 2.04697 0.00054
H -3.11196 0.37151 0.23493
C -1.19405 3.20369 -1.30019
H 1.61604 2.77618 0.14249
H 2.82891 0.61499 0.86116
O 2.83871 -0.23588 1.30558
H -1.96211 -0.86742 3.42127
H -3.21060 -0.11241 2.61983
H 4.94107 -1.85017 1.97566
H 1.91218 -1.30830 -3.17355
C -4.80515 -2.92574 0.61647
N -1.48492 -0.25073 1.49060
O -1.54049 2.23675 -0.31109
H 0.26972 -0.10476 -3.24724
O -4.24672 -1.86854 1.21284
C 3.51406 -1.15415 0.48670
H -5.72770 -2.52381 0.19759
H 2.29251 3.45655 -1.02856
O 2.45840 3.12853 -0.14477
O 1.28582 -0.88229 -2.58838
H -0.17360 2.29471 1.12160

Relative energy (zero: lowest compared OMol25 entry of this formula, charge and spin) (kcal/mol): 288.8
Net charge: 0
Molar mass (g mol⁻¹): 287.35
HOMO-LUMO gap (eV): 8.118
E_HOMO (eV): -8.52

=====

(5)
A structure of composition C8H36BMgN16O8, computed with ωB97M-V/def2-TZVPD.

Element x y z (Å)
H -1.78314 1.49612 -1.16291
O 3.65096 3.55172 0.24761
N 1.30461 -0.28069 4.65291
O -2.08928 0.58116 1.29561
N 0.67310 -4.79791 1.96548
O -0.88302 2.07695 3.41266
H 0.88750 4.75150 3.35665
B 0.10055 0.06814 -0.32189
H 0.63513 0.34181 -1.27756
H 0.48644 -1.57361 -3.55684
Mg -0.71494 -0.87588 1.39052
H -4.42511 -1.16274 0.58248
N -2.57345 1.75451 -0.59792
H 0.33582 -0.02809 4.77206
H -0.00939 0.78992 -2.52491
H 0.67327 3.23025 4.37331
H 0.77272 2.45103 -0.19137
H 0.13047 -4.60978 2.79473
H 1.17642 -5.64984 1.81918
C 2.67527 2.84395 -0.00494
N 2.86521 1.50334 -0.19165
H 1.69906 -3.25366 -0.56635
H 3.61887 -2.84012 -3.80476
H -3.78734 -3.68723 -1.56034
H -0.05152 0.91176 0.39237
N -4.37888 -1.99317 0.01668
H 3.68453 -0.43710 3.94497
C 1.73271 -0.30990 3.36800
H 3.78755 1.15985 -0.00066
H 1.03408 4.14339 -0.34495
H 0.57238 -1.14810 -1.86480
N -4.03988 1.66895 1.09565
H 3.49817 -0.35323 2.26493
H -5.15323 -2.40516 -0.46721
H 2.25517 -4.67127 0.21912
H -0.32224 2.06420 -6.33652
H -0.79309 2.99633 -4.97285
C -2.81258 1.35883 0.65930
H 0.70053 -0.69784 0.20967
H -4.65783 2.30025 0.61781
H -4.34397 1.34463 1.99880
H 2.18983 -2.59313 -4.69870
H -0.86644 -0.36894 -0.67260
H -0.45836 4.59534 1.56538
N 0.44384 3.90390 3.64745
N 0.94874 -1.65051 -2.66323
C -0.46513 3.15276 2.99425
N -3.02739 -3.53691 -0.92043
N 1.41672 3.22615 -0.23373
H -2.19677 -4.06846 -1.11531
C -3.12051 -2.50740 -0.05556
H -0.54933 2.34279 -3.05051
N -0.37358 1.38045 -3.26972
O 2.88105 -2.11848 -1.58877
N -0.92620 3.76230 1.86853
N 3.05646 -0.32473 3.16741
C 2.18578 -2.12281 -2.61104
H 1.93550 -0.00018 5.38526
N 2.63842 -2.61189 -3.80108
O -2.16680 -2.04382 0.55643
C 0.77733 -3.70896 1.16843
O 0.14164 -2.68409 1.37787
N -0.31882 2.19316 -5.33554
H -3.37136 2.24233 -0.96240
O 0.25606 0.00094 -4.99565
H -1.58631 3.31347 1.26564
H 2.13473 0.94756 -0.62675
C -0.12960 1.11217 -4.58545
N 1.49321 -4.03924 0.04789
O 0.92566 -0.40707 2.43984

Relative energy (zero: lowest compared OMol25 entry of this formula, charge and spin) (kcal/mol): 0.0
Net charge: +1
Molar mass (g mol⁻¹): 519.60
HOMO-LUMO gap (eV): 8.855
E_HOMO (eV): -11.02

=====

(6)
A cluster of 12 separate species, C8H36O11 in total, computed with ωB97M-V/def2-TZVPD.

Element x y z (Å)
H -1.13596 3.39886 -1.25040
H -2.57773 1.23000 2.33554
O -0.12135 0.70391 3.77376
H -2.89675 -3.28164 -1.67130
H 0.36335 -2.52961 1.55655
C -0.49580 0.75369 -1.94448
H -1.40343 -1.28726 -2.47038
O -2.15738 -3.23917 1.34829
H 3.64753 2.05778 -0.35734
H -1.47683 -2.98259 -1.85495
H -2.29392 -2.97965 0.41809
H 0.57926 -4.05287 -2.52228
H 0.37144 -2.53884 -2.58377
O -2.26712 -2.59421 -1.39262
H 1.38754 -1.54915 2.53175
C -0.47257 3.29140 -0.40387
H 2.41885 2.23585 0.59237
C 1.15619 -0.82529 0.44703
O -0.07220 -3.38195 -2.73859
H 0.67576 2.05515 0.82018
H -2.56545 1.69666 -0.44958
H -0.94313 -1.19844 -0.04597
H 1.81973 0.02948 0.77609
H -0.41455 -0.38271 -3.74299
H -0.38348 1.66694 -2.53169
H -3.06732 0.29046 -0.71020
H 2.21378 -2.47558 1.31395
H -2.91510 -0.03802 1.55861
H 1.70420 1.36936 2.62716
C -0.29710 -0.37443 0.34218
C -0.36345 0.81679 -0.60702
H -0.27940 4.31354 -0.10077
O 2.44634 1.96886 2.42971
H -0.39460 3.06667 3.09150
H -0.83644 0.22142 3.30875
H 1.64904 -1.13886 -0.49415
O -3.34834 1.13830 -0.33887
O 2.76699 2.43906 -0.30083
C -0.05650 2.10070 0.01765
O -0.88661 3.90431 3.09672
H -0.78761 -0.18874 1.30957
H 3.15075 1.61999 3.00667
C -1.05444 -0.30836 -2.83773
O -2.53966 0.26669 2.39019
H -1.99702 0.02129 -3.30384
H 2.61751 -1.68700 -2.68475
H -0.21765 0.18119 4.58343
H -3.03240 -3.22755 1.76489
O 2.52931 -2.60650 -2.38597
C 1.28188 -1.93360 1.48788
H 2.41836 0.64286 -3.34422
H 2.89285 -2.56150 -1.49561
H -0.44094 4.34709 2.36528
H 3.04882 1.15407 -2.07070
O 3.05270 0.38117 -2.65892

Relative energy (zero: lowest compared OMol25 entry of this formula, charge and spin) (kcal/mol): 48.5
Net charge: 0
Molar mass (g mol⁻¹): 308.37
HOMO-LUMO gap (eV): 9.029
E_HOMO (eV): -8.80
SMILES string: C=C/C(=C/C)CCC.O.O.O.O.O.O.O.O.O.O.O

=====

(7)
A cluster of 12 separate species, C8H36O11 in total, computed with ωB97M-V/def2-TZVPD.

Element x y z (Å)
H 3.68259 0.36455 -0.20072
C 2.71677 0.91431 -0.05526
H -3.74570 -3.54375 -1.62879
H 2.98515 2.32030 -1.64688
H -2.96061 -1.49859 0.48755
C 2.85096 2.32732 -0.59765
H -3.47087 0.16026 -0.07260
H -0.38973 2.23706 2.21453
O -1.40374 1.39016 3.24056
H 2.58186 0.95145 1.04229
H -2.12477 -0.48839 -2.31538
H -0.11255 0.75880 -3.28629
H -0.35267 3.39428 0.24682
O 0.21567 -2.78532 -2.11201
H -0.74068 0.92803 3.74098
C 1.98790 -1.98492 0.57857
H 0.87406 -0.72430 3.54085
H -2.53354 -2.61101 -1.75399
O -2.99000 -3.20852 -1.17879
O -1.18701 1.96043 -2.65768
H -1.62635 2.57702 -3.26546
O -1.96218 -1.27482 -2.78168
H 0.53670 0.10432 -4.49518
H -1.91515 0.71642 2.73651
H 1.94431 -0.30391 -1.66245
H -1.10104 0.89336 -0.19749
H -1.56266 4.16744 -0.29776
C 1.56569 0.14724 -0.71254
O -0.75764 3.65791 -0.60274
H -1.31016 -3.94491 0.03903
H 1.50854 -2.76724 1.29675
O -0.39048 -3.95126 0.26030
O 0.33309 2.58253 1.62304
H 2.86381 -1.51965 1.06091
H 3.68343 2.88065 -0.16597
H 2.38499 -2.54959 -0.26453
H -1.23070 -0.99194 -3.33380
C 1.01066 -0.93678 0.15705
C -2.63549 -0.50079 0.17955
H 1.68584 2.45775 3.07017
H 0.77958 0.87356 -0.98232
C -1.35841 -0.12324 0.12886
H -0.63912 -2.40530 -2.18886
H 0.67764 1.75037 1.19553
O 2.17899 2.06589 3.76629
O 0.62861 -0.08582 4.25723
H 1.96448 2.92549 -0.34948
H 1.34506 0.59360 4.25264
H -1.04254 2.57868 -1.90273
H -0.04177 -3.59489 -0.57425
C -0.28911 -0.99382 0.54644
O 0.30538 -0.08135 -3.61361
H -0.62992 -1.83561 1.09025
H 3.03873 2.51953 3.86067
H 0.80983 -2.03269 -2.28777

Relative energy (zero: lowest compared OMol25 entry of this formula, charge and spin) (kcal/mol): 0.0
Net charge: +1
Molar mass (g mol⁻¹): 308.37
HOMO-LUMO gap (alpha / beta) (eV): 9.455 / 6.127
E_HOMO (alpha / beta) (eV): -13.66 / -13.63
Multiplicity: 2
⟨S²⟩: 0.77

=====

(8)
The molecule C8H3Br3O3, computed with ωB97M-V/def2-TZVPD.

Element x y z (Å)
C -2.82353 1.08919 -0.44885
O -3.58727 0.01021 -0.83073
Br 2.39072 -2.06088 0.38589
C -0.28201 1.14587 0.08092
C -1.67027 -0.92541 0.19842
H 1.73749 0.88076 0.40735
H -0.09358 2.27359 -0.00377
O -3.41313 -2.23328 -0.74875
Br -0.32992 -1.87132 -2.27895
Br -1.88272 -1.17948 2.08503
C 0.85341 -0.98207 0.14589
C 0.89041 0.37711 0.21862
C -2.94171 -1.18249 -0.48095
C -1.49429 0.55669 -0.00397
C -0.29361 -1.77165 -0.26295
H -0.45093 -2.70588 0.07103
O -3.23545 2.17538 -0.63814

Relative energy (zero: lowest compared OMol25 entry of this formula, charge and spin) (kcal/mol): 0.0
Net charge: 0
Molar mass (g mol⁻¹): 386.82
HOMO-LUMO gap (eV): 7.887
E_HOMO (eV): -9.58
SMILES string: O=C1OC(=O)[C@]2(Br)C1=CC=C(Br)[C@@H]2Br

=====

(9)
A structure of composition C8H3Cl5NO2ReSbSe4, computed with ωB97M-V/def2-TZVPD.

Element x y z (Å)
Cl -2.91346 -2.50392 0.98816
Se 0.97203 -0.58883 3.29622
N -0.47983 -0.91451 0.31292
C -1.41181 -1.02200 -0.68068
Re 0.94064 -0.21013 0.95130
C -3.23471 -1.15619 -2.74803
C 1.37358 2.23993 0.83163
Se 5.11676 -0.59590 3.99308
C -2.05519 -0.44406 -2.94149
Sb 3.29291 -1.62910 3.00416
O 2.23449 1.33769 0.51455
Cl 0.34387 0.47043 -2.05336
C -1.15411 -0.38256 -1.90398
H -1.84824 0.04899 -3.88014
C 1.76825 3.70970 0.84683
Se 2.84635 -3.93219 2.25117
O 0.24246 1.82638 1.16995
H -4.43670 -2.34346 -1.41670
Cl 2.75853 3.87963 2.30585
C -3.51453 -1.79638 -1.54989
Cl 2.70619 4.05176 -0.60251
Cl 0.34510 4.72296 0.93121
Se 2.66470 -1.82403 0.44413
C -2.60443 -1.73313 -0.50964
H -3.95284 -1.21107 -3.55474

Relative energy (zero: lowest compared OMol25 entry of this formula, charge and spin) (kcal/mol): 6.4
Net charge: +1
Molar mass (g mol⁻¹): 946.19
HOMO-LUMO gap (eV): 6.172
E_HOMO (eV): -12.02